C15H20Cl4HgN2O9P2Se as an isolated structure, computed with wB97M-V/def2-TZVPD.

Properties
Frontier orbital gap (alpha / beta) in hartree: 0.179 / 0.259
HOMO energy (alpha / beta) in hartree: -0.093 / -0.173
LUMO (alpha / beta) in eV: 2.35 / 2.35
Energy in Eh: -6448.90072

The geometry in ORCA input format:
```
! wB97M-V def2-TZVPD RIJCOSX def2/J DEFGRID3
* xyz -1 2
Hg -0.78 0.28 -0.20
Cl 4.38 1.08 5.25
C 2.94 0.93 4.26
C 1.72 0.67 4.88
C 0.60 0.55 4.05
Cl -0.92 0.18 4.82
C 0.60 0.68 2.66
O -0.51 0.55 1.99
C 1.90 0.93 2.04
C 2.15 1.02 0.66
O 1.37 0.83 -0.37
C 3.04 1.07 2.90
H 1.64 0.56 5.95
H 3.19 1.26 0.41
H 4.00 1.27 2.45
C -3.83 1.32 -3.57
C -3.39 -0.10 -3.23
O -4.06 -1.01 -4.10
P -1.59 -0.23 -3.53
O -1.43 0.10 -5.09
O -1.20 -1.77 -3.52
O -0.75 0.65 -2.69
P -3.83 -0.41 -1.45
O -3.25 -1.94 -1.38
O -5.29 -0.43 -1.27
O -2.96 0.50 -0.61
H -3.70 1.51 -4.63
H -3.25 2.04 -2.99
H -4.88 1.44 -3.31
H -4.16 -1.85 -3.62
H -0.80 0.83 -5.18
H -1.09 -2.11 -2.60
H -3.75 -2.45 -0.72
Cl -1.44 6.28 0.15
C -0.49 4.78 -0.01
Cl -1.51 3.34 -0.11
H 0.14 4.70 0.87
H 0.09 4.86 -0.91
C 2.36 -1.70 -1.70
N 2.37 -1.91 -0.26
C 3.45 -1.74 0.57
C 3.01 -1.91 1.84
N 1.66 -2.17 1.76
C 0.77 -2.38 2.90
C 1.27 -2.17 0.47
Se -0.46 -2.45 -0.16
H 3.39 -1.62 -2.04
H 1.81 -0.78 -1.92
H 1.87 -2.55 -2.18
H 4.42 -1.49 0.19
H 3.52 -1.83 2.78
H 1.24 -1.95 3.78
H 0.58 -3.44 3.03
H -0.17 -1.86 2.71
*
```

Partial atomic charges computed with the Mulliken method, in multiples of e: number 1, Hg, carries 2.21; number 2, Cl, carries -0.29; number 3, C, carries 0.57; number 4, C, carries -0.93; number 5, C, carries 0.75; number 6, Cl, carries -0.24; number 7, C, carries 0.10; number 8, O, carries -0.81; number 9, C, carries 0.95; number 10, C, carries -0.65; number 11, O, carries -0.85; number 12, C, carries -1.55; number 13, H, carries 0.42; number 14, H, carries 0.29; number 15, H, carries 0.34; number 16, C, carries -1.87; number 17, C, carries 1.28; number 18, O, carries -0.62; number 19, P, carries 0.63; number 20, O, carries -0.56; number 21, O, carries -0.60; number 22, O, carries -0.69; number 23, P, carries 0.60; number 24, O, carries -0.54; number 25, O, carries -0.81; number 26, O, carries -0.65; number 27, H, carries 0.41; number 28, H, carries 0.38; number 29, H, carries 0.43; number 30, H, carries 0.41; number 31, H, carries 0.35; number 32, H, carries 0.23; number 33, H, carries 0.30; number 34, Cl, carries -0.20; number 35, C, carries -0.32; number 36, Cl, carries 0.00; number 37, H, carries 0.25; number 38, H, carries 0.29; number 39, C, carries -0.83; number 40, N, carries 0.43; number 41, C, carries -0.61; number 42, C, carries -0.45; number 43, N, carries 0.55; number 44, C, carries -1.16; number 45, C, carries -0.52; number 46, Se, carries -0.39; number 47, H, carries 0.26; number 48, H, carries 0.28; number 49, H, carries 0.35; number 50, H, carries 0.44; number 51, H, carries 0.53; number 52, H, carries 0.35; number 53, H, carries 0.32; number 54, H, carries 0.47